Entry 1:
# C33H72N4O3PS2

3 unconnected molecules or ions with the total composition C33H72N4O3PS2 (ωB97M-V/def2-TZVPD, OMol25).

The strongest force on any atom comes out at 3.06 eV/Å. As for the total energy: -2883.0084 hartree. Its LUMO energy is 2.29 eV. As for the total charge: -1.

Positions of all 115 atoms, in Å:
1 C 5.705711 0.314516 2.224395
2 C 6.264441 -0.877052 1.408621
3 O 7.114501 -1.578958 1.849748
4 O 5.751656 -1.147526 0.157262
5 C 4.330386 -1.379030 0.217264
6 C 4.052874 -2.763807 -0.355349
7 C 4.120035 -2.817368 -1.891108
8 C 3.196728 -1.822905 -2.592689
9 C 1.710503 -2.223413 -2.433055
10 C 0.795035 -1.092441 -2.933149
11 P -0.840738 -0.712678 -2.020312
12 S 0.118610 -0.933790 0.036840
13 C -1.454955 -2.513878 -2.078054
14 C -1.887868 -3.197184 -0.771094
15 C -0.852722 -4.177654 -0.197691
16 C -1.169751 -4.567196 1.265677
17 N -1.803436 -5.916150 1.312532
18 C -3.238488 -5.805778 0.992607
19 C -1.676429 -6.370005 2.676500
20 C -2.606884 -5.852541 3.764262
21 O -0.846879 -7.184307 2.964442
22 C -0.310655 1.166209 -1.922646
23 C -1.150082 2.081167 -1.023265
24 C -0.417922 3.449819 -0.838411
25 C -1.042753 4.572600 -1.674097
26 C -0.546680 3.856508 0.657386
27 N -2.526726 -0.298537 -1.192377
28 C -3.438010 -0.086764 -1.864035
29 S -4.627261 0.104769 -2.929671
30 H 6.481263 1.048718 2.404689
31 H 4.860443 0.750894 1.696261
32 H 5.333654 -0.124878 3.145545
33 H 3.789213 -0.614352 -0.338087
34 H 3.941216 -1.370260 1.237012
35 H 4.818064 -3.424004 0.056054
36 H 3.076874 -3.095962 -0.007907
37 H 5.151391 -2.750929 -2.238629
38 H 3.794926 -3.826932 -2.160785
39 H 3.400447 -1.910385 -3.662857
40 H 3.363963 -0.787592 -2.301018
41 H 1.599049 -3.084404 -3.097736
42 H 1.571109 -2.605569 -1.423141
43 H 1.397941 -0.193824 -3.055138
44 H 0.503519 -1.333324 -3.958208
45 H -1.454596 -0.442815 -3.301346
46 H -0.899521 -0.598069 0.846782
47 H -2.344360 -2.494577 -2.713846
48 H -0.778823 -3.201851 -2.592746
49 H -2.726995 -3.849930 -1.044039
50 H -2.294213 -2.529334 -0.015509
51 H -0.809426 -5.064570 -0.828211
52 H 0.141013 -3.733272 -0.197691
53 H -0.256662 -4.549079 1.857312
54 H -1.852944 -3.812365 1.673748
55 H -3.738022 -6.673740 1.427052
56 H -3.707596 -4.914233 1.420977
57 H -3.420129 -5.844144 -0.076604
58 H -3.037204 -4.878091 3.534747
59 H -3.427162 -6.551477 3.921277
60 H -2.050709 -5.773410 4.692277
61 H -0.224752 1.549718 -2.941549
62 H 0.657094 1.122790 -1.429696
63 H -2.080630 2.297363 -1.549138
64 H -1.287604 1.680327 -0.026380
65 H 0.649237 3.359043 -1.041164
66 H -2.129463 4.558673 -1.587769
67 H -0.729288 5.537778 -1.272583
68 H -0.744270 4.501115 -2.718384
69 H -1.512955 3.506421 1.024759
70 H -0.495149 4.934842 0.799767
71 H 0.211478 3.348323 1.254229
72 C -8.738673 -0.744874 2.717689
73 C -7.235932 -0.520401 2.634222
74 N -6.724914 -0.470771 1.279340
75 C -5.270972 -0.489458 1.213996
76 C -4.503332 0.700824 1.799542
77 C -7.374858 0.477101 0.390951
78 C -7.352725 1.962007 0.781469
79 H -9.023526 -1.669617 2.213196
80 H -9.040164 -0.821551 3.764119
81 H -9.302507 0.078816 2.278047
82 H -6.745895 -1.349861 3.152575
83 H -6.985708 0.389515 3.204411
84 H -4.968727 -0.620111 0.173727
85 H -4.928609 -1.397002 1.723722
86 H -4.541260 1.570991 1.145383
87 H -3.449462 0.436796 1.909552
88 H -4.872897 0.991069 2.785207
89 H -8.419163 0.174450 0.271170
90 H -6.945661 0.366854 -0.607815
91 H -7.544216 2.114490 1.845617
92 H -8.127775 2.499987 0.230456
93 H -6.402474 2.430938 0.532029
94 C 4.716843 6.517040 -0.045103
95 C 4.521703 5.134918 -0.649522
96 N 5.689392 4.630877 -1.349100
97 C 5.424050 3.420153 -2.108458
98 C 5.047591 2.167574 -1.314219
99 C 6.927312 4.616671 -0.592277
100 C 6.958962 3.783171 0.698050
101 H 4.992562 7.243161 -0.811656
102 H 3.785836 6.847807 0.417226
103 H 5.483576 6.522769 0.731170
104 H 3.697074 5.196799 -1.364367
105 H 4.188645 4.448664 0.144584
106 H 6.292921 3.198379 -2.735106
107 H 4.616888 3.635345 -2.815580
108 H 5.899897 1.695051 -0.828680
109 H 4.630306 1.420283 -1.993365
110 H 4.290133 2.368981 -0.555027
111 H 7.192483 5.647462 -0.342101
112 H 7.736556 4.283845 -1.247663
113 H 6.046823 3.894726 1.286351
114 H 7.793370 4.101004 1.328010
115 H 7.104820 2.725850 0.485411

Force components x, y, z for each atom (eV/Å):
C -0.513 -1.080 -1.133
C -0.479 0.463 -0.202
O 0.920 -0.297 0.291
O -0.051 0.623 1.035
C -0.710 -0.542 -0.308
C 0.427 0.449 -0.366
C -0.204 -0.237 0.397
C -0.237 -0.944 -0.338
C 0.891 0.223 -0.617
C 0.031 -0.539 0.350
P 1.694 0.744 -2.100
S 0.543 -0.282 1.012
C -0.716 -0.198 0.632
C -0.072 -1.092 -0.598
C 0.039 0.666 0.627
C 0.042 -0.257 -1.226
N -0.551 0.749 1.160
C 0.062 -0.494 0.210
C -0.178 -0.365 -0.135
C -0.105 0.407 -0.185
O 0.532 -0.211 0.123
C -0.762 -0.682 1.353
C 1.232 0.989 -1.397
C -0.894 0.408 1.155
C 0.386 -0.136 0.157
C -0.099 -0.454 -0.406
N 1.411 -0.297 2.115
C -2.411 0.268 -1.865
S -0.316 0.206 0.088
H 0.123 -0.024 0.072
H 0.077 0.276 0.046
H 0.141 0.207 0.257
H 0.128 0.164 0.035
H 0.289 0.185 0.137
H -0.130 -0.169 0.103
H -0.102 -0.007 0.049
H 0.095 0.273 0.081
H -0.004 -0.024 -0.185
H 0.172 0.396 -0.077
H 0.068 0.033 0.084
H -0.189 -0.199 0.184
H -0.492 0.371 0.081
H -0.046 0.193 0.276
H -0.227 -0.095 0.019
H -0.194 -0.152 0.159
H 0.034 0.001 -0.207
H 0.044 0.371 -0.109
H 0.397 0.341 0.006
H -0.244 0.188 0.050
H 0.293 0.326 -0.032
H 0.001 -0.163 0.087
H -0.017 0.138 -0.130
H 0.025 -0.284 0.070
H 0.019 0.003 0.194
H -0.109 -0.048 -0.126
H 0.001 0.138 -0.156
H 0.175 0.173 -0.117
H -0.013 -0.012 -0.063
H -0.010 -0.079 -0.053
H 0.114 -0.108 0.041
H -0.088 -0.002 -0.064
H 0.321 -0.042 -0.376
H -0.360 -0.154 0.502
H -0.291 -0.496 -0.133
H 0.031 -0.038 -0.301
H -0.069 -0.144 -0.125
H 0.174 0.118 -0.243
H -0.185 0.048 -0.154
H -0.102 0.195 0.101
H 0.200 0.050 0.119
H 0.048 0.088 0.097
C -0.023 0.012 0.013
C -0.078 0.179 0.066
N 0.064 -0.117 -0.046
C 0.252 -0.180 -0.035
C 0.079 0.049 -0.014
C -0.274 0.078 -0.186
C 0.012 0.056 -0.074
H 0.008 0.033 -0.060
H 0.014 -0.012 0.002
H -0.001 -0.014 -0.006
H 0.135 0.028 -0.081
H -0.040 -0.016 0.082
H -0.130 0.045 -0.024
H -0.117 -0.011 0.074
H -0.026 0.012 0.013
H -0.004 -0.029 -0.042
H -0.023 -0.009 -0.001
H 0.012 -0.053 0.110
H 0.175 -0.056 0.087
H 0.003 -0.024 0.007
H -0.005 -0.026 -0.008
H 0.019 0.002 0.084
C 0.029 0.010 0.014
C -0.037 0.002 0.207
N 0.155 0.092 -0.311
C -0.108 -0.115 -0.104
C -0.084 -0.304 -0.121
C 0.136 0.167 0.256
C 0.190 -0.014 0.033
H 0.056 -0.024 0.002
H -0.010 -0.013 -0.016
H -0.005 0.012 -0.007
H 0.053 -0.139 -0.073
H -0.067 0.042 0.027
H 0.086 0.070 0.102
H -0.059 0.100 0.112
H 0.015 0.054 0.005
H -0.030 0.007 0.006
H -0.018 0.031 -0.028
H -0.129 0.016 0.008
H -0.132 -0.093 -0.108
H -0.021 0.013 -0.033
H -0.001 0.026 -0.021
H -0.076 -0.012 0.061

=====

Entry 2:
# C33H73BrN3O13S4

5 unconnected molecules or ions with the total composition C33H73BrN3O13S4 (ωB97M-V/def2-TZVPD, OMol25).

The strongest force on any atom comes out at 2.38 eV/Å. As for the total energy: -6610.0785 hartree. Its LUMO energy is -3.26 eV. As for the total charge: +1.

Positions of all 127 atoms, in Å:
1 C 3.695812 2.060907 -3.411251
2 C 2.312076 2.304939 -2.753168
3 C 2.068879 1.452450 -1.491842
4 C 1.454600 0.088925 -1.840149
5 C 1.373315 -0.872593 -0.630751
6 C 2.650746 -1.731614 -0.453447
7 C 3.327751 -1.605334 0.928645
8 C 2.736716 -2.557873 1.986015
9 C 1.288916 -2.287378 2.452746
10 C 1.184806 -1.740940 3.885425
11 C 1.788480 -0.332664 4.047831
12 C 0.732808 0.787804 4.038365
13 C 1.288877 2.143413 3.573458
14 C 1.996807 2.918445 4.713032
15 C 3.407183 3.402416 4.315392
16 C 4.463678 2.303438 4.586288
17 C 5.507234 2.187030 3.471815
18 N 6.084781 0.800252 3.379897
19 C 7.418157 0.881296 3.322425
20 N 8.247611 -0.144193 3.624551
21 N 7.790979 2.135323 2.978835
22 C 6.787699 3.025749 3.663585
23 C 6.840959 4.455619 3.125146
24 C 6.933443 4.512678 1.622345
25 O 7.931685 4.550442 1.037380
26 Br 5.237996 4.501552 0.701606
27 H 4.238685 1.294455 -2.847240
28 H 4.283344 2.979432 -3.423479
29 H 3.581825 1.686821 -4.431049
30 H 2.224390 3.358895 -2.474062
31 H 1.529487 2.072658 -3.482843
32 H 1.381384 1.977764 -0.815325
33 H 3.019083 1.290577 -0.958837
34 H 0.435538 0.264924 -2.197233
35 H 2.063537 -0.373414 -2.624968
36 H 0.506566 -1.521093 -0.776417
37 H 1.233234 -0.253802 0.262858
38 H 2.446623 -2.792299 -0.625822
39 H 3.371975 -1.406533 -1.214107
40 H 4.387979 -1.879809 0.818652
41 H 3.319715 -0.555282 1.252183
42 H 2.805644 -3.567678 1.568868
43 H 3.387481 -2.529017 2.872840
44 H 0.728889 -3.231028 2.429485
45 H 0.762862 -1.617897 1.767531
46 H 0.122142 -1.699948 4.154886
47 H 1.691415 -2.443132 4.556096
48 H 2.315616 -0.305034 5.013221
49 H 2.534835 -0.135917 3.269125
50 H 0.294718 0.884521 5.036977
51 H -0.078074 0.492868 3.359086
52 H 2.008771 1.949377 2.766243
53 H 0.479847 2.752772 3.162415
54 H 2.095905 2.238114 5.568704
55 H 1.394363 3.764844 5.051422
56 H 3.658317 4.318399 4.859783
57 H 3.403991 3.636672 3.244065
58 H 4.965471 2.507384 5.539872
59 H 3.946880 1.339064 4.664043
60 H 5.024842 2.409694 2.518691
61 H 5.725569 0.079780 3.999694
62 H 8.997197 -0.400546 3.002364
63 H 8.129039 -0.629493 4.499240
64 H 8.771901 2.367936 3.071775
65 H 7.032207 3.044463 4.732846
66 H 7.764045 4.919869 3.492935
67 H 5.992686 5.036242 3.492384
68 O -2.815693 -0.695023 -0.297184
69 S -2.936583 -2.116186 -0.154153
70 O -1.846082 -2.950566 -0.564419
71 O -4.268913 -2.594719 -0.862536
72 C -4.498833 -2.167160 -2.227907
73 C -3.682367 -2.953006 -3.231442
74 C -3.395432 -2.517724 1.492916
75 H -4.309066 -1.095593 -2.298713
76 H -5.563918 -2.327141 -2.381370
77 H -2.617998 -2.745497 -3.131461
78 H -3.993706 -2.683909 -4.240887
79 H -3.829826 -4.023530 -3.090559
80 H -4.244726 -1.902919 1.776536
81 H -2.532776 -2.308682 2.122802
82 H -3.651812 -3.572476 1.536724
83 O 4.506639 1.144801 -6.966499
84 S 5.356218 0.056981 -7.348418
85 O 5.456082 -1.089671 -6.499299
86 O 6.809016 0.630512 -7.638662
87 C 7.410959 1.460474 -6.618695
88 C 7.948328 0.656359 -5.453400
89 C 4.979386 -0.453624 -8.986908
90 H 6.683726 2.206307 -6.294858
91 H 8.214704 1.979745 -7.136139
92 H 7.143820 0.189031 -4.887341
93 H 8.505371 1.314998 -4.786047
94 H 8.611985 -0.132505 -5.806686
95 H 4.937042 0.423347 -9.626223
96 H 4.010665 -0.946410 -8.945237
97 H 5.744887 -1.149167 -9.319662
98 O -6.625924 -2.547737 1.906575
99 S -8.052536 -2.690223 1.896970
100 O -8.845568 -1.626731 1.363529
101 O -8.544792 -3.052410 3.359474
102 C -8.107660 -2.203549 4.448119
103 C -8.869804 -0.897129 4.511095
104 C -8.502361 -4.198227 1.117238
105 H -7.032186 -2.043123 4.361295
106 H -8.285587 -2.801105 5.339428
107 H -8.644878 -0.261385 3.656187
108 H -8.597295 -0.361719 5.420806
109 H -9.943617 -1.081280 4.518729
110 H -7.911726 -5.004223 1.543084
111 H -8.285115 -4.079305 0.057855
112 H -9.565482 -4.363300 1.269139
113 O -11.850163 -0.978354 -3.371490
114 S -10.735698 -0.368508 -4.031147
115 O -9.590489 -1.164453 -4.352274
116 O -10.283243 0.905641 -3.200740
117 C -10.050511 0.723935 -1.780963
118 C -8.738253 0.033120 -1.488444
119 C -11.277037 0.478510 -5.473292
120 H -10.894154 0.182882 -1.351244
121 H -10.061626 1.733314 -1.375268
122 H -8.754487 -1.000607 -1.831247
123 H -8.551545 0.031036 -0.416915
124 H -7.916326 0.540263 -1.995570
125 H -12.127687 1.102205 -5.214405
126 H -11.564436 -0.283296 -6.194377
127 H -10.452835 1.073015 -5.857493

Force components x, y, z for each atom (eV/Å):
C -0.515 -0.257 0.153
C 0.357 -0.083 0.245
C -0.131 -0.190 -0.288
C 0.073 0.015 0.606
C 0.314 0.020 -0.508
C 0.171 0.551 0.306
C 0.031 -0.414 -0.202
C 0.047 0.479 0.085
C -0.197 -0.254 0.123
C 0.148 0.115 -0.430
C -0.115 0.028 0.600
C 0.005 -0.046 -0.592
C 0.032 -0.121 0.479
C 0.246 -0.122 -0.141
C -0.144 -0.176 0.100
C 0.065 0.265 -0.249
C -0.211 -0.177 0.039
N 0.854 0.519 1.612
C -0.416 0.337 -0.377
N -0.129 0.273 -0.414
N 0.090 -0.384 0.638
C -0.048 -0.090 -0.779
C 0.005 -0.006 0.413
C -1.659 -0.057 1.050
O 2.031 0.039 -1.245
Br -0.324 0.003 -0.152
H 0.096 0.125 -0.087
H 0.093 -0.119 -0.081
H 0.184 0.155 0.050
H -0.086 -0.048 -0.189
H -0.034 0.214 0.160
H 0.142 -0.106 0.009
H -0.114 0.155 0.001
H 0.170 -0.049 -0.269
H -0.288 -0.014 -0.130
H -0.023 0.099 0.302
H -0.241 -0.140 -0.034
H -0.016 0.097 -0.142
H -0.035 -0.166 0.072
H -0.133 0.058 0.001
H -0.126 -0.092 0.023
H 0.024 0.069 0.117
H -0.041 -0.152 -0.085
H 0.063 0.151 -0.068
H 0.088 -0.042 0.019
H 0.189 -0.093 0.186
H -0.171 0.031 0.002
H 0.067 0.108 -0.158
H -0.071 -0.113 -0.004
H -0.084 -0.018 -0.108
H 0.108 0.014 0.090
H -0.185 0.106 -0.029
H 0.147 -0.027 -0.044
H -0.016 0.225 0.049
H -0.002 -0.112 -0.089
H 0.070 -0.103 -0.105
H -0.005 0.149 0.161
H -0.087 -0.249 -0.027
H 0.072 0.120 0.006
H 0.160 -0.122 -0.055
H -0.381 -0.126 -0.484
H 0.228 0.184 0.282
H -0.180 -0.352 -0.331
H -0.046 -0.040 -0.041
H -0.024 0.080 -0.058
H -0.171 -0.030 -0.034
H 0.011 -0.127 -0.008
O 0.130 0.050 -0.039
S -0.217 -0.085 0.052
O 0.118 0.044 0.016
O 0.082 -0.064 0.067
C -0.100 0.131 -0.315
C 0.109 -0.036 0.114
C -0.036 0.042 0.064
H 0.046 -0.009 0.072
H -0.008 -0.036 0.090
H -0.006 0.020 0.002
H -0.039 0.006 0.005
H -0.041 0.001 -0.031
H -0.034 -0.042 -0.019
H 0.041 0.008 -0.056
H -0.005 -0.004 -0.015
O -0.083 -0.002 0.119
S 0.131 0.052 -0.152
O -0.069 -0.010 0.051
O -0.011 -0.103 -0.041
C 0.130 0.228 0.202
C -0.096 -0.118 -0.020
C 0.006 -0.008 -0.040
H -0.057 -0.051 -0.029
H -0.019 -0.054 -0.080
H -0.010 0.019 -0.006
H 0.016 0.025 -0.027
H 0.038 0.031 0.000
H 0.004 0.008 0.009
H -0.005 0.003 0.027
H 0.000 -0.011 0.015
O 0.114 0.054 0.059
S -0.116 -0.148 -0.007
O -0.013 0.063 0.035
O -0.022 -0.030 -0.113
C 0.103 0.194 0.279
C -0.035 -0.007 -0.156
C 0.004 -0.048 0.009
H -0.009 -0.022 -0.084
H -0.043 -0.073 -0.060
H 0.019 -0.007 0.006
H 0.005 -0.029 0.025
H 0.001 -0.005 0.050
H -0.001 0.001 0.007
H 0.009 0.033 0.003
H -0.007 0.016 -0.005
O -0.004 -0.091 0.021
S 0.015 0.170 0.021
O 0.005 -0.067 -0.024
O 0.011 -0.010 -0.108
C 0.013 -0.031 0.374
C 0.093 -0.039 -0.199
C -0.023 0.034 -0.023
H -0.019 -0.026 -0.082
H 0.000 0.043 -0.116
H -0.013 -0.009 0.023
H -0.039 0.022 0.030
H -0.015 0.042 0.024
H 0.001 0.000 0.008
H 0.005 -0.023 0.018
H 0.011 -0.010 0.002

=====

Number 1: orbital gap 7.28 eV. Number 2: orbital gap 8.34 eV.